No. 1
Computed, not measured: a 3-piece molecular cluster, C15H20Br2N2O4S overall at a distorted geometry, with wB97M-V/def2-TZVPD.

Values from the calculation:
LUMO energy (eV): -1.40
E_HOMO (eV): -8.6
Gap between HOMO and LUMO (eV): 7.23

ORCA input file:
```
! wB97M-V def2-TZVPD RIJCOSX def2/J DEFGRID3
* xyz 0 1
C 0.793 -3.574 -0.252
C 0.778 -3.315 -1.858
Br 0.977 -4.893 -3.040
C 0.616 -1.971 -2.356
Br 0.542 -1.601 -4.293
C 0.509 -0.840 -1.211
C 1.768 0.082 -1.009
C 1.775 1.189 0.108
C 0.466 1.310 1.004
N 0.314 2.265 2.101
S -1.251 1.907 2.673
N -1.892 0.659 1.674
C -0.813 0.373 0.749
C -0.821 -0.724 -0.376
C -2.035 -1.697 -0.726
C -3.054 -1.966 0.479
O -2.759 -2.328 1.639
O -4.461 -1.809 0.169
H 1.516 -2.869 0.296
H 1.130 -4.661 -0.094
H -0.249 -3.486 0.216
H 2.702 -0.039 -1.684
H 2.699 1.845 0.249
H -2.631 -1.237 -1.605
H -1.703 -2.739 -1.108
H -4.637 -2.243 -0.702
C 6.739 0.404 -0.920
C 5.696 -0.498 -1.548
O 4.455 0.193 -1.663
H 6.414 0.736 0.069
H 7.695 -0.116 -0.821
H 6.889 1.303 -1.526
H 5.533 -1.383 -0.930
H 6.009 -0.825 -2.544
H 4.604 0.971 -2.219
C -5.077 2.652 2.087
C -4.440 3.926 2.607
O -5.145 5.061 2.119
H -5.076 2.642 0.994
H -4.543 1.771 2.449
H -6.122 2.585 2.405
H -3.404 3.999 2.269
H -4.449 3.949 3.702
H -6.058 4.993 2.429
*
```

=====

No. 2
Computed, not measured: an isolated ion of composition C3H7IN and charge +1 at a distorted geometry, with wB97M-V/def2-TZVPD.

Values from the calculation:
LUMO energy (eV): -5.96
Energy relative to the best compared isomer or geometry (same formula, charge and spin) (kcal/mol): 98.7
E_HOMO (eV): -14.9
Gap between HOMO and LUMO (eV): 8.94

ORCA input file:
```
! wB97M-V def2-TZVPD RIJCOSX def2/J DEFGRID3
* xyz 1 1
C 1.119 0.879 0.315
C 1.130 -0.253 -0.605
C -0.948 -0.622 0.572
N -0.220 0.315 -0.261
I -3.075 -0.051 -0.281
H 1.375 0.814 1.373
H 1.351 1.874 -0.033
H 1.245 -0.080 -1.695
H 1.335 -1.276 -0.349
H -0.856 -1.683 0.265
H -0.732 -0.685 1.659
H -1.724 0.769 -0.961
*
```

=====

No. 3
Computed, not measured: C42H41EuNO3P2S as an isolated structure at a distorted geometry, with wB97M-V/def2-TZVPD.

Values from the calculation:
LUMO energy (alpha / beta) (eV): 0.27 / 0.27
Energy relative to the best compared isomer or geometry (same formula, charge and spin) (kcal/mol): 16.5
E_HOMO (alpha / beta) (eV): -5.5 / -5.7
Gap between HOMO and LUMO (alpha / beta) (eV): 5.81 / 5.93
<S²>: 15.76

ORCA input file:
```
! wB97M-V def2-TZVPD RIJCOSX def2/J DEFGRID3
* xyz 0 8
Eu -0.350 -1.829 0.827
C 4.023 2.301 0.484
C 3.005 3.161 0.355
C 2.929 4.227 -0.715
C 3.302 3.783 -2.156
C 3.098 2.346 -2.503
C 4.039 1.401 -2.312
C 5.340 1.654 -1.635
C 5.277 2.479 -0.325
C -1.871 -2.559 -1.073
H 4.023 1.521 1.264
H 2.220 3.203 1.122
H 3.606 5.088 -0.490
H 1.893 4.632 -0.714
H 2.694 4.387 -2.858
H 4.364 4.020 -2.345
H 2.217 2.172 -3.115
H 4.062 0.449 -2.838
H 6.045 2.176 -2.328
H 5.744 0.645 -1.422
H 6.161 2.199 0.275
H 5.370 3.549 -0.599
H -1.816 -3.533 -0.500
H -1.910 -2.840 -2.142
H -2.811 -2.054 -0.779
P -0.193 1.205 1.058
P -0.277 -0.631 -1.907
C 0.543 1.705 -0.494
C 0.458 0.995 -1.676
C -1.284 2.471 1.726
C -1.046 3.856 1.665
C -1.930 4.726 2.305
C -3.055 4.242 2.976
C -3.318 2.862 2.994
C -2.445 1.988 2.373
C 1.103 0.706 2.279
C 1.999 -0.341 1.931
C 2.720 -0.982 2.957
C 2.719 -0.444 4.255
C 1.920 0.665 4.560
C 1.089 1.220 3.592
C -1.189 -0.407 -3.452
C -2.439 0.240 -3.348
C -3.276 0.310 -4.458
C -2.860 -0.249 -5.677
C -1.633 -0.913 -5.769
C -0.791 -1.000 -4.657
C 1.154 -1.744 -2.165
C 0.996 -3.115 -1.887
C 2.039 -4.004 -2.122
C 3.258 -3.534 -2.627
C 3.437 -2.158 -2.869
C 2.369 -1.277 -2.672
H 0.961 2.730 -0.522
H 0.730 1.500 -2.617
H -0.178 4.242 1.135
H -1.732 5.798 2.276
H -3.738 4.930 3.479
H -4.204 2.468 3.492
H -2.652 0.912 2.394
H 2.122 -0.663 0.877
H 3.264 -1.909 2.745
H 3.344 -0.904 5.034
H 1.923 1.068 5.574
H 0.402 2.024 3.841
H -2.764 0.660 -2.388
H -4.252 0.798 -4.367
H -3.503 -0.156 -6.552
H -1.331 -1.373 -6.713
H 0.154 -1.535 -4.718
H 0.035 -3.506 -1.547
H 1.887 -5.071 -1.925
H 4.066 -4.243 -2.848
H 4.409 -1.794 -3.229
H 2.436 -0.219 -2.909
O -2.139 -5.564 3.280
S -2.835 -4.900 2.213
O -2.999 -5.558 0.945
N -2.107 -3.428 1.895
C -2.779 -2.339 2.284
O -2.320 -1.169 2.106
C -4.092 -2.716 2.846
C -5.130 -1.864 3.208
C -6.328 -2.369 3.731
C -6.512 -3.764 3.784
C -5.493 -4.608 3.317
C -4.302 -4.073 2.838
H -4.952 -0.807 3.047
H -7.122 -1.698 4.098
H -7.430 -4.186 4.205
H -5.562 -5.687 3.326
*
```